(i)
# C8H10N2O2S

The molecule C8H10N2O2S (ωB97M-V/def2-TZVPD, the OMol25 dataset).

```
23
Properties=species:S:1:pos:R:3
C 1.38160 1.35896 1.61649
C 0.27616 1.21352 0.67160
N 0.15347 2.02630 -0.41857
C -0.79822 1.97799 -1.36284
O -1.00952 2.93685 -2.10305
C -1.65773 0.64847 -1.42153
C -0.94335 -0.56444 -0.68281
S 0.47415 -1.25222 -1.55755
C 0.57626 -2.73509 -0.48434
C 0.66315 -2.29807 0.93269
N 0.28402 -1.20932 1.40911
C -0.43142 -0.22921 0.70183
O -0.92009 0.88918 1.35186
H 1.34242 0.57772 2.39233
H 2.24122 1.45929 1.00401
H 1.43554 2.25447 2.18780
H 0.61639 2.93693 -0.31873
H -2.68740 0.74054 -0.93472
H -1.77281 0.40907 -2.53425
H -1.61229 -1.31662 -0.60796
H 1.33733 -3.39207 -0.85688
H -0.27896 -3.52337 -0.64157
H 1.33010 -2.90889 1.65710
```

The charge is 0. The HOMO-LUMO gap comes out at 9.48 eV. As for the structure (SMILES): C[C@@]12NC(=O)C[C@H]3SCC=N[C@]31O2.

---

(ii)
# C8H10N2O2S

A structure of composition C8H10N2O2S (ωB97M-V/def2-TZVPD, the OMol25 dataset).

```
23
Properties=species:S:1:pos:R:3
C 1.76675 3.06834 -0.93088
C 0.52268 2.31805 -0.89978
C -0.74730 2.87504 -1.24541
C -1.71977 1.87855 -1.56116
C 0.45670 0.97983 -0.60624
C 1.53360 0.08703 -0.05379
C -0.11244 -2.82658 1.15411
C -1.42524 -3.08028 1.36321
H 2.36476 3.41526 -2.17275
H 2.84793 2.49176 -0.27420
H 1.37509 4.07870 -0.28488
H -0.95700 3.99192 -1.33949
H -2.81945 2.04637 -1.87637
H 2.59509 0.69630 0.29483
H -0.63712 -1.09544 0.38477
H -1.97409 -3.43142 0.35351
H -2.09744 -2.15616 1.93460
H -0.54970 -4.52147 2.53871
N 1.39783 -1.20921 0.32702
N 0.04221 -1.81024 0.16716
O 0.71243 -3.74278 1.54814
O -1.49511 -4.30824 2.15771
S -1.08042 0.25468 -0.97880
```

The charge is 0. The HOMO-LUMO gap comes out at 8.38 eV.

---

Going by the computed energies, the most stable comes first: (i), (ii).

---

(i)
# C3H13NO3

A cluster of 4 separate species, C3H13NO3 in total (ωB97M-V/def2-TZVPD, the OMol25 dataset).

```
20
Properties=species:S:1:pos:R:3
C 1.94700 -0.29314 1.44047
C 1.44452 1.04258 0.97692
C -0.39207 2.45390 1.73127
N 0.05823 1.34243 1.42988
H 1.19905 -1.05678 1.24317
H 2.88354 -0.57015 0.95718
H 2.21717 -0.40294 2.49204
H 1.35479 1.05382 -0.11615
H 2.06871 1.88945 1.28011
H 0.18452 3.15969 2.34151
H -1.45327 2.68539 1.73998
H 1.76592 -2.44063 -3.49848
H 0.91355 -2.41795 -2.23324
O 1.76721 -2.13587 -2.58649
H -2.00852 1.07411 0.74037
H -3.12273 1.58167 -0.15335
O -2.96335 1.03752 0.62869
H -1.86935 -3.08850 -2.70533
H -1.88838 -1.85911 -1.78595
O -1.32156 -2.36791 -2.37182
```

As for the expectation value of S²: 0.758. The charge is +1. The HOMO-LUMO gap (spin up / spin down) comes out at 7.74 / 4.51 eV. As for the multiplicity: 2.

---

(ii)
# C3H13NO3

A cluster of 4 separate species, C3H13NO3 in total (ωB97M-V/def2-TZVPD, the OMol25 dataset).

```
20
Properties=species:S:1:pos:R:3
C 2.94066 -0.59111 0.36794
C 1.57516 0.06009 0.29515
C 0.81841 0.41381 1.43218
N -0.48286 0.71761 1.48047
H 3.67374 -0.10353 -0.28123
H 3.23572 -0.67217 1.44490
H 2.87269 -1.61543 -0.05477
H 1.45277 0.78327 -0.54755
H 1.37615 0.65432 2.35143
H -0.92062 0.80693 2.40164
H -0.86639 1.36217 0.79084
H -1.82832 1.31392 -1.03678
H -2.36817 2.81043 -0.84660
O -1.65302 2.19557 -0.68251
H -0.03029 -1.25846 -0.31269
H -0.98553 -2.40156 -0.32203
O -0.37946 -1.91901 -0.92602
H -3.41142 -0.92148 -2.29928
H -2.19496 -1.17826 -1.57098
O -2.82423 -0.45712 -1.68411
```

As for the expectation value of S²: 0.760. The charge is +1. The HOMO-LUMO gap (spin up / spin down) comes out at 9.81 / 7.70 eV. As for the multiplicity: 2.

---

Going by the computed energies, the most stable comes first: (ii), (i).

---

(i)
# C5H14N2S

A cluster of 2 separate species, C5H14N2S in total (ωB97M-V/def2-TZVPD, the OMol25 dataset).

```
22
Properties=species:S:1:pos:R:3
C -0.18047 1.39834 0.59190
N -1.56165 1.81847 0.30475
C -1.83424 3.07505 0.27859
N -0.93146 4.17456 0.52503
H 0.37805 1.17532 -0.33141
H -0.22004 0.47719 1.17888
H 0.33202 2.15527 1.16321
H -2.82764 3.49008 0.06725
H -1.25130 4.91570 -0.08335
H -1.07421 4.58873 1.43866
C 2.15214 -1.45278 -1.97676
C 0.82658 -1.89373 -1.35812
S 0.99634 -2.12534 0.47217
C -0.72393 -2.59298 0.86109
H 1.99413 -1.22150 -3.08467
H 2.93176 -2.19588 -1.99039
H 2.52260 -0.52837 -1.51011
H 0.47354 -2.83983 -1.85508
H 0.07440 -1.07276 -1.52464
H -1.44884 -1.72561 0.68672
H -1.01044 -3.40069 0.19210
H -0.80426 -2.96674 1.90949
```

The charge is 0. The HOMO-LUMO gap comes out at 9.34 eV. As for the structure (SMILES): C/N=C\N.CCSC.

---

(ii)
# C5H14N2S

A cluster of 2 separate species, C5H14N2S in total (ωB97M-V/def2-TZVPD, the OMol25 dataset).

```
22
Properties=species:S:1:pos:R:3
C 1.88367 -1.23337 -0.50370
C 2.23907 -0.67027 0.87824
S 1.83045 1.08776 0.99520
C 0.47646 -0.71362 -0.85638
N -0.47859 -0.96814 0.12657
C -1.85747 -0.45675 -0.13386
C -2.17062 0.87843 0.52675
N -1.56182 1.96878 -0.23560
H 2.45472 -0.61611 -1.20119
H 1.98737 -2.30783 -0.59573
H 1.87434 -1.26830 1.70978
H 3.32971 -0.71660 0.93215
H 1.19477 1.24606 -1.13100
H 0.83699 0.38809 -0.98694
H 0.07254 -1.23684 -1.72003
H -0.17173 -0.51901 0.99689
H -1.95736 -0.33156 -1.20853
H -2.56991 -1.21287 0.19978
H -1.79615 0.92213 1.55655
H -3.23595 1.08695 0.54029
H -1.81061 2.82156 0.25537
H -0.56989 1.85151 -0.14460
```

The charge is 0. The HOMO-LUMO gap comes out at 7.08 eV.

---

Going by the computed energies, the most stable comes first: (i), (ii).

---

(i)
# C3H8IN2O

A cluster of 2 separate species, C3H8IN2O in total (ωB97M-V/def2-TZVPD, the OMol25 dataset).

```
15
Properties=species:S:1:pos:R:3
C -1.01458 1.26733 -0.21782
C 1.44663 -2.13254 -0.03130
C 1.41394 -0.71903 -0.25902
N -1.63308 2.38971 -0.40668
N -0.68850 0.85420 0.95557
O 0.06904 -0.33534 1.14045
I 2.94562 0.67718 0.02108
H -0.76493 0.60274 -1.03232
H 1.89824 -2.35466 0.90617
H 0.57503 -2.69698 0.06284
H 2.24776 -2.58183 -0.70931
H 0.71567 -0.32822 -0.99056
H -2.11661 2.50026 -1.24711
H -1.68851 3.09057 0.22512
H -0.68276 1.33423 1.84270
```

The charge is +1. The HOMO-LUMO gap comes out at 9.27 eV.

---

(ii)
# C3H8IN2O

A cluster of 2 separate species, C3H8IN2O in total (ωB97M-V/def2-TZVPD, the OMol25 dataset).

```
15
Properties=species:S:1:pos:R:3
C 1.57587 0.32597 -1.02641
C -0.51410 -0.76371 -0.25604
C -0.78992 0.90633 1.42965
N -0.88315 -1.88364 -0.77867
N -0.97548 -0.44568 0.91026
O 1.76360 1.40105 -1.82369
I 2.50749 0.26743 0.77195
H 1.66472 -0.55928 -1.53745
H -1.81707 1.45990 1.34101
H -0.43537 0.94680 2.50645
H 0.06247 1.37188 1.00237
H -1.67141 -2.42958 -0.40145
H -0.74053 -1.90533 -1.85037
H -1.70368 -0.96369 1.34287
H 1.95656 2.27154 -1.63048
```

The charge is +1. The HOMO-LUMO gap (spin up / spin down) comes out at 8.31 / 8.31 eV.

---

Going by the computed energies, the most stable comes first: (ii), (i).